{
  "formula": "C17H34N2OP2Pt",
  "method": "ωB97M-V with the def2-TZVPD basis set",
  "multiplicity": 3,
  "homo_ev": [-2.01, -6.74],
  "total_energy_ev": -45027.898,
  "max_force_ev_per_a": 2.38,
  "elements": ["Pt", "H", "H", "P", "P", "C", "H", "H", "H", "C", "H", "H", "H", "C", "H", "H", "H", "C", "H", "H", "H", "C", "H", "H", "H", "C", "H", "H", "H", "H", "H", "C", "N", "N", "C", "O", "C", "C", "C", "C", "C", "C", "C", "C", "C", "H", "H", "H", "H", "H", "H", "H", "H", "H", "H", "H", "H"],
  "xyz": [[0.208, 0.096, -0.432], [-0.993, 1.362, -0.488], [-0.317, 1.724, -0.040], [-1.412, -1.205, -1.368], [2.059, 1.093, 0.432], [2.635, 0.462, 2.029], [3.583, 0.952, 2.292], [1.885, 0.657, 2.805], [2.787, -0.622, 1.956], [3.426, 0.832, -0.733], [3.132, 1.198, -1.723], [4.324, 1.358, -0.385], [3.630, -0.244, -0.804], [1.845, 2.880, 0.664], [1.132, 3.054, 1.481], [2.811, 3.336, 0.924], [1.459, 3.336, -0.256], [-0.692, -2.090, -2.783], [-1.468, -2.652, -3.319], [-0.224, -1.364, -3.458], [0.079, -2.781, -2.418], [-2.145, -2.483, -0.312], [-2.665, -2.025, 0.537], [-2.861, -3.078, -0.897], [-1.353, -3.136, 0.072], [-2.817, -0.256, -2.010], [-2.455, 0.568, -2.637], [-3.466, -0.910, -2.609], [-3.398, 0.155, -1.174], [0.615, 0.512, -1.944], [1.067, -1.296, -0.277], [-3.597, 0.321, 5.610], [-3.023, 0.240, 4.283], [-1.739, -0.103, 4.071], [-1.493, -0.157, 2.698], [-0.435, -0.603, 2.198], [-2.712, 0.317, 2.102], [-3.628, 0.491, 3.103], [-5.064, 0.857, 3.018], [-0.826, -0.417, 5.118], [-1.085, -1.495, 5.969], [-0.139, -1.829, 6.941], [1.052, -1.091, 7.041], [1.303, -0.014, 6.177], [0.351, 0.338, 5.221], [-3.572, -0.659, 6.103], [-4.640, 0.630, 5.498], [-3.078, 1.061, 6.234], [-2.859, 0.469, 1.043], [-5.710, 0.052, 3.405], [-5.285, 1.788, 3.564], [-5.322, 1.015, 1.960], [-2.014, -2.059, 5.847], [-0.347, -2.663, 7.611], [1.770, -1.335, 7.822], [2.233, 0.552, 6.246], [0.492, 1.193, 4.553]]
}



{
  "formula": "C36H28BClErF4N3O7",
  "method": "ωB97M-V with the def2-TZVPD basis set",
  "multiplicity": 4,
  "total_charge": -2,
  "homo_ev": [-2.56, -2.57],
  "total_energy_ev": -108295.700,
  "max_force_ev_per_a": 1.36,
  "elements": ["Er", "O", "C", "C", "C", "C", "C", "C", "C", "O", "N", "N", "C", "C", "C", "C", "C", "C", "C", "O", "H", "H", "H", "H", "H", "H", "H", "H", "H", "H", "Cl", "C", "C", "C", "C", "O", "C", "C", "O", "C", "H", "H", "H", "H", "C", "C", "C", "C", "C", "C", "N", "C", "C", "C", "C", "C", "C", "C", "O", "O", "C", "C", "H", "H", "H", "H", "H", "H", "H", "H", "H", "H", "H", "H", "H", "H", "F", "B", "F", "F", "F"],
  "xyz": [[-0.778, 0.589, 0.899], [-1.342, 5.193, 0.196], [-1.667, 5.425, 1.469], [-2.432, 6.566, 1.765], [-2.847, 6.804, 3.065], [-2.538, 5.893, 4.072], [-1.740, 4.802, 3.779], [-1.289, 4.546, 2.496], [-0.431, 3.343, 2.238], [-0.329, 2.918, 1.005], [0.022, 2.724, 3.289], [0.505, 1.492, 2.890], [1.546, 1.101, 3.506], [2.209, -0.136, 3.227], [2.974, -0.624, 4.275], [3.725, -1.773, 4.188], [3.758, -2.405, 2.946], [3.031, -1.950, 1.870], [2.203, -0.780, 1.951], [1.489, -0.350, 0.957], [-0.917, 4.301, 0.205], [-2.673, 7.246, 0.947], [-3.442, 7.668, 3.297], [-2.918, 6.043, 5.089], [-1.461, 4.091, 4.559], [1.944, 1.710, 4.329], [2.962, -0.062, 5.197], [4.318, -2.130, 5.034], [4.350, -3.306, 2.819], [3.103, -2.508, 0.946], [-4.199, 4.891, -4.565], [-3.621, 4.006, -3.162], [-4.363, 4.063, -1.961], [-4.023, 3.291, -0.884], [-2.856, 2.438, -0.913], [-2.591, 1.713, 0.087], [-2.078, 2.476, -2.100], [-0.814, 1.787, -2.205], [-0.245, 1.115, -1.352], [-2.491, 3.248, -3.222], [-5.229, 4.708, -1.896], [-4.557, 3.343, 0.047], [-0.312, 1.949, -3.183], [-1.889, 3.236, -4.116], [2.047, -3.442, -5.836], [2.602, -2.901, -4.529], [3.836, -2.258, -4.511], [4.304, -1.701, -3.340], [3.565, -1.782, -2.176], [2.334, -2.430, -2.169], [1.584, -2.490, -0.999], [0.994, -3.632, -0.457], [1.442, -4.921, -0.727], [0.871, -6.014, -0.095], [-0.165, -5.882, 0.820], [-0.589, -4.586, 1.127], [-0.048, -3.478, 0.483], [-0.643, -2.146, 0.716], [-0.803, -1.737, 1.891], [-0.904, -1.416, -0.306], [1.823, -2.948, -3.372], [0.401, -3.463, -3.456], [2.849, -3.530, -6.557], [1.261, -2.786, -6.234], [1.599, -4.436, -5.696], [4.418, -2.155, -5.428], [5.247, -1.147, -3.337], [3.920, -1.318, -1.249], [1.475, -1.636, -0.481], [2.259, -5.058, -1.413], [1.251, -7.001, -0.328], [-0.568, -6.754, 1.308], [-1.382, -4.427, 1.860], [0.337, -4.544, -3.372], [-0.049, -3.185, -4.420], [-0.221, -3.021, -2.663], [-3.176, -0.611, 1.085], [-3.474, -0.117, 2.376], [-4.594, 0.684, 2.396], [-3.576, -1.139, 3.295], [-2.294, 0.716, 2.715]]
}